156
Properties=species:S:1:pos:R:3:forces:R:3:lowdin_charge:R:1 method="wB97M-V/def2-TZVPD" charge=+1 e_lumo_ev=-2.730 e_above_lowest_kj_mol=1419.18
Cl 5.244190 -0.977603 -2.241669 -1.7 0.0 0.8 0.6147
S -8.021169 3.953995 3.913013 -0.2 0.3 0.2 0.7937
S -0.543272 -4.041325 2.041935 -0.1 -0.3 0.2 0.8069
S 5.986936 -5.462495 -8.147394 -0.2 -0.3 0.2 0.8134
S -5.712516 -0.772313 1.242447 0.4 2.1 -2.7 0.5893
S 4.913624 -7.903960 -2.771958 -0.2 0.1 0.1 0.8268
S 2.686936 -4.508103 5.005890 0.0 -0.1 0.1 0.8089
S -4.448875 -0.275279 -1.590458 -0.5 1.1 0.8 0.7751
S 7.859221 -1.962653 1.736504 -0.1 0.2 0.1 0.8003
S -11.889882 8.284641 5.068791 0.2 -0.1 -0.1 0.8325
F 3.909293 -2.015033 -5.100258 -3.1 0.7 0.9 -0.1365
O -10.967334 7.145346 4.750831 -0.3 0.5 0.1 -0.5739
O 0.418595 -2.974899 2.475216 -0.2 -0.1 0.0 -0.5877
O 4.653489 -6.942338 -1.650442 -0.1 -0.4 -0.4 -0.5814
O 1.596896 -5.402310 5.518132 0.5 0.2 0.0 -0.5612
O -6.940420 4.994206 3.901585 -0.4 -0.3 0.0 -0.5571
O -0.300127 2.634536 -4.300909 1.2 -2.9 1.5 0.0577
O -1.945285 0.846353 -3.528314 2.5 3.5 -0.1 0.0155
O 6.525990 -1.631498 2.339013 0.4 0.1 -0.3 -0.5834
O 4.896896 -6.356702 -7.635151 0.6 0.3 -0.1 -0.5679
N 1.377330 -0.168561 -0.451381 -0.8 1.0 -2.9 -0.0003
N -6.426884 1.477689 -0.392432 0.2 -2.6 0.7 -0.2397
N 1.877411 0.040004 -2.832855 -1.3 -0.2 5.4 -0.0100
C -0.109262 -5.557712 2.928231 -0.1 0.1 0.0 -0.2639
C 4.038195 -5.568316 4.437850 0.0 -0.1 0.1 -0.2584
C 2.495071 -1.572098 -4.858898 0.0 0.5 -2.1 -0.2308
C 3.446602 -2.905239 -0.915526 -0.1 -0.4 0.6 -0.2228
C 8.064670 -0.926325 0.267788 -0.1 0.1 0.0 -0.2728
C 3.794033 -1.294188 -1.132699 -1.3 -0.2 1.7 -0.5143
C -1.233087 1.030763 -0.180525 0.3 -0.7 1.1 -0.1128
C -10.916907 9.551219 5.918740 0.1 0.0 0.0 -0.2681
C -2.100488 -3.757708 2.917867 0.0 0.1 0.1 -0.2551
C 9.124817 -1.130153 2.725357 0.0 0.1 0.1 -0.2663
C -6.891035 2.113367 0.899310 -0.2 1.4 0.8 -0.2877
C 4.297051 -7.144438 -4.293663 0.0 0.0 0.1 -0.2706
C -7.572521 1.262249 -1.364651 -0.8 0.5 -1.6 -0.2380
C 1.960928 2.944773 1.660594 0.8 0.4 -0.7 -0.1715
C 3.005275 1.773763 1.178588 0.6 0.2 2.1 -0.3370
C -0.446998 6.369440 -1.083149 0.5 -1.0 -0.2 -0.1065
C 3.566351 -3.845585 6.441512 0.0 0.0 0.1 -0.2628
C 6.866351 -4.799976 -6.711771 0.0 0.0 0.1 -0.2731
C 4.703482 -3.905962 -1.242117 0.0 -0.7 1.1 -0.1468
C -5.598797 2.740734 1.710643 -0.2 -0.4 -0.5 -0.1177
C 3.648107 -9.194109 -2.686546 -0.1 0.0 0.1 -0.2682
C -9.523384 4.723284 3.261734 0.1 0.1 0.0 -0.2562
C 1.443973 -0.506037 1.022900 0.5 -1.3 1.7 -0.1379
C 1.783747 -1.429158 -6.364956 -0.2 0.9 1.0 -0.0702
C 1.382380 3.797887 0.382370 -1.7 0.7 0.3 -0.1914
C 2.544669 -0.072834 -4.185306 0.3 0.5 -1.6 -0.1040
C -2.171597 -0.251378 0.311342 0.1 -0.3 0.0 -0.2228
C -12.130320 9.231056 3.545930 0.1 0.0 -0.1 -0.2689
C -7.884702 2.633633 -2.254753 0.5 -0.1 -0.3 -0.1165
C 2.423915 -0.484939 -1.524167 -3.6 2.0 0.1 -0.0211
C -8.615555 3.806139 5.615411 0.1 0.1 0.1 -0.2577
C 1.419596 5.431789 0.632339 -0.3 1.3 -2.3 -0.0889
C 7.338195 -6.522707 -8.715434 0.0 -0.1 0.0 -0.2692
C 0.134445 0.542260 -0.950166 4.2 -1.1 -5.5 0.0128
C -2.881156 -1.062071 -0.931655 0.0 -1.5 2.0 -0.4752
C 0.529354 0.666069 -2.536212 -0.2 -1.0 3.8 0.0700
C 2.545123 0.364402 1.880142 1.1 -1.0 -0.6 -0.1446
C 2.159167 7.517143 -1.064465 -1.0 -0.2 1.4 -0.1020
C -5.612173 0.222070 -0.171870 -0.5 -0.4 1.3 -0.9116
C 4.510634 2.128308 1.808904 -0.2 -0.3 -1.7 -0.0990
C 1.076668 6.398269 -0.464863 0.4 -1.3 1.7 -0.2669
B -0.567887 1.421223 -3.503860 -1.5 0.5 -1.4 -0.4223
H 0.407120 -0.372467 1.587212 2.0 -0.2 -2.0 0.1281
H 1.756171 5.800011 1.692208 0.6 -0.7 -2.5 0.1033
H 2.151334 0.484833 2.994440 0.8 0.0 -2.5 0.1434
H 7.613816 -7.229735 -7.929343 -0.1 0.1 0.0 0.0580
H 7.742739 -4.240724 -7.047386 -0.1 0.0 0.0 0.0538
H 4.547555 -4.878242 -0.567176 0.3 2.1 -1.7 0.0820
H -2.595353 1.580361 -3.815825 1.4 -1.7 0.4 0.1390
H -9.369780 4.945131 2.203068 0.1 -0.1 0.1 0.0481
H 1.681168 -1.672848 1.084016 -0.6 2.7 0.1 0.1101
H -2.977392 0.154892 1.090419 1.6 -0.8 -2.0 0.0988
H 1.619387 8.545903 -1.239520 1.2 -2.0 0.2 0.0732
H 4.768652 -4.274998 -2.354951 -0.1 1.0 2.3 0.0779
H 7.171421 -5.615487 -6.051861 0.0 0.0 -0.1 0.0542
H 2.432414 -3.215509 -1.460058 2.4 0.7 0.9 0.1290
H 2.894545 -3.174459 6.981720 0.0 -0.1 -0.2 0.0521
H -7.310731 0.387413 -2.114232 -0.5 1.8 1.6 0.1191
H 3.661877 0.348327 -4.191970 -2.5 -1.2 0.4 0.1393
H -12.691046 8.615522 2.838619 0.1 0.0 0.2 0.0507
H 9.151295 -1.590702 3.715699 -0.1 0.0 -0.2 0.0526
H 3.157077 1.726181 0.018406 -0.6 -0.1 2.2 0.1219
H 4.111467 -0.902718 -0.050362 -0.7 -0.6 -2.6 0.1137
H 4.358980 -7.865409 -5.112088 0.1 0.1 0.1 0.0542
H -0.581184 5.531873 -1.913792 0.2 1.7 1.6 0.0720
H -5.923048 3.714287 2.303600 0.9 -2.2 -1.2 0.0445
H -8.574536 0.990184 -0.815838 2.0 0.3 -0.8 0.1306
H 8.882627 -0.069435 2.825443 -0.1 -0.1 -0.1 0.0591
H -5.147901 1.911645 2.415941 -0.9 1.9 -1.3 0.0620
H 3.811158 -9.781871 -1.780176 0.1 0.1 -0.1 0.0507
H -10.025247 9.791296 5.334863 -0.1 -0.1 0.0 0.0594
H -7.567706 3.040955 0.600463 1.4 -2.0 0.4 0.1213
H -6.889080 3.006547 -2.796801 -2.2 -0.9 1.3 0.0864
H -7.817878 3.377171 6.226357 0.0 0.0 -0.2 0.0502
H -1.179482 6.130421 -0.174032 1.6 0.6 -2.2 0.0922
H -9.731198 5.651178 3.799898 0.1 -0.1 0.0 0.0159
H 1.854017 -2.356089 -4.271483 1.8 1.4 -0.7 0.1555
H 3.008926 7.642672 -0.264945 -1.6 -0.2 -1.6 0.0775
H -3.196546 -2.129666 -0.503596 0.7 2.3 -0.9 0.0886
H 0.685562 2.780896 -4.447828 -1.9 -0.2 0.6 0.1140
H 5.182169 1.177739 1.593557 -1.2 1.9 0.9 0.0688
H -2.785959 -4.585059 2.720192 0.1 0.1 -0.1 0.0592
H 0.862371 -5.904674 2.568920 -0.1 0.1 0.0 0.0496
H -1.550310 -1.064359 0.918747 -1.0 1.9 -1.4 0.1006
H 8.198592 -5.904958 -8.982936 -0.1 0.0 0.0 0.0536
H 4.313816 -6.275344 5.223940 -0.1 0.1 0.0 0.0599
H 3.262673 -6.820267 -4.156659 0.1 -0.1 0.1 0.0608
H -4.794251 3.009732 0.877758 -1.7 -0.5 1.8 0.0880
H 1.808816 -2.430129 -6.976031 0.0 2.1 1.3 0.0999
H 4.898592 -4.950566 4.170348 -0.1 0.0 0.0 0.0529
H 4.920260 -6.278082 -4.527376 0.0 -0.2 0.1 0.0309
H 2.589699 3.685237 2.354068 -1.6 -1.6 -1.4 0.1158
H -1.893092 1.774252 -0.815881 1.7 -1.7 0.9 0.1388
H 3.512448 -0.320198 1.967622 -1.9 1.4 -0.1 0.1056
H 2.654722 -8.740791 -2.650527 0.1 0.1 0.0 0.0570
H -8.880277 4.791790 6.005309 0.0 0.0 -0.2 0.0588
H -2.541419 -2.827718 2.551422 0.1 -0.1 0.0 0.0336
H 3.871421 -4.661096 7.101423 -0.1 0.0 -0.1 0.0590
H -10.362574 4.031961 3.367975 0.1 0.0 0.0 0.0589
H 7.339111 -1.242492 -0.485312 0.1 0.0 0.2 -0.0129
H 2.265106 -0.509810 -6.955041 -0.8 -2.3 1.2 0.1040
H -1.914979 -3.672417 3.991230 0.1 0.0 -0.1 0.0662
H 1.114346 2.438341 2.291141 1.5 1.2 -1.2 0.1108
H 5.737035 -3.446719 -0.867017 -2.3 -0.8 -1.0 0.0768
H 10.099035 -1.248875 2.245504 -0.1 -0.1 0.0 0.0551
H 1.983071 3.599830 -0.613975 -1.0 0.3 2.2 0.1121
H -10.617017 9.162752 6.894812 -0.1 0.0 -0.2 0.0515
H -2.171575 -1.273190 -1.841394 -1.5 0.8 1.6 0.0925
H -7.577182 1.415410 1.564078 1.6 1.2 -1.3 0.1096
H 6.194545 -4.128851 -6.171563 0.0 -0.1 -0.2 0.0406
H 7.001183 -7.073844 -9.596487 -0.1 0.1 0.1 0.0527
H 9.074895 -1.052035 -0.128569 -0.1 0.0 0.1 0.0578
H 3.211235 -3.036361 0.246765 0.5 0.5 -2.5 0.1189
H 7.889013 0.121428 0.522673 0.0 -0.1 0.1 0.0582
H 0.665721 -1.086058 -6.137011 2.3 -1.0 -0.6 0.0980
H 3.732145 -9.845448 -3.559558 0.1 0.1 0.1 0.0548
H -8.297925 3.514829 -1.591318 0.9 -1.9 -1.3 0.0705
H -8.674779 2.400943 -3.107222 1.6 0.4 1.9 0.0838
H 1.958564 0.641301 -4.941498 1.0 -1.6 1.9 0.1361
H 0.267467 3.452231 0.153762 2.2 0.6 0.4 0.0917
H -11.526789 10.446801 6.058140 0.0 -0.1 0.0 0.0539
H -0.922284 1.600069 0.805326 -0.4 -1.1 -2.1 0.1145
H -0.048956 -5.358927 4.000823 0.1 0.0 -0.1 0.0300
H -0.724919 7.399839 -1.567830 0.7 -2.0 1.0 0.0804
H -11.162268 9.491548 3.111401 0.0 -0.1 0.1 0.0587
H 4.447261 2.416327 2.941758 0.3 -0.6 -2.3 0.0946
H 3.701183 -6.119453 3.556797 0.0 0.1 0.1 0.0468
H -0.862374 -6.323896 2.730142 0.0 0.1 -0.1 0.0596
H 4.442739 -3.286333 6.105898 -0.1 0.0 -0.1 0.0536
H -12.698933 10.137554 3.765920 0.0 -0.1 0.1 0.0539
H 2.636333 7.108936 -2.074674 -1.2 0.8 2.2 0.0920
H -9.485552 3.145934 5.641655 0.1 0.0 -0.1 0.0545
H 4.968671 2.995219 1.129231 -1.0 -1.6 1.8 0.0976

29
Properties=species:S:1:pos:R:3:forces:R:3:lowdin_charge:R:1 method="wB97M-V/def2-TZVPD" charge=0 e_lumo_ev=-4.083
V 3.432525 2.277136 -3.847740 -1.0 -0.7 -0.5 1.0153
P -0.424659 0.486960 1.490824 -1.1 1.3 1.4 0.4811
O -0.405890 -1.009277 2.093628 0.8 0.3 -1.4 -0.1855
O 3.823352 2.394728 -2.174025 -0.4 -0.1 -1.4 -0.6346
O 3.161000 2.247442 -5.528314 0.7 0.3 2.7 -0.5993
O -1.371292 0.579111 0.176463 1.1 -1.0 0.4 -0.2166
O -0.997320 1.353677 2.514290 -0.1 0.4 0.7 -0.2564
N 1.189572 0.560047 -1.328847 0.7 0.5 -0.2 0.1893
C 1.215600 1.149735 1.073523 0.2 -0.6 -1.1 -0.1722
C 0.299695 -2.350787 0.114777 -0.6 -0.3 0.4 -0.0772
C 1.946255 0.532992 -0.145602 -0.2 0.1 -0.1 -0.3429
C -2.575216 -0.202556 0.387789 -0.8 0.1 -0.8 -0.2657
C 0.567710 -1.927995 1.550357 0.0 -0.5 0.2 -0.2601
C -3.748858 0.350811 -0.410746 -0.2 -0.4 0.0 -0.0585
H 0.607884 1.402412 -1.240463 -0.1 0.0 -0.4 0.0544
H 2.819023 1.200735 -0.364596 0.2 0.1 -0.1 0.1243
H 1.565481 -1.521941 1.720714 0.0 0.1 -0.2 0.1007
H 1.847892 1.158815 1.956998 -0.1 -0.2 0.2 0.1098
H 2.364263 -0.456556 0.022124 0.1 -0.1 0.0 0.1001
H -3.455166 0.918861 -1.289119 0.2 0.1 0.0 0.0794
H -2.378588 -1.213161 0.037372 0.2 -0.1 0.2 0.1028
H 0.501092 -2.821125 2.166315 0.0 0.1 0.2 0.1204
H 1.125172 -2.951266 -0.259353 0.2 0.2 -0.2 0.0877
H -4.438894 0.922303 0.201857 0.2 0.4 0.0 0.0752
H -2.862655 -0.214712 1.435474 0.3 -0.1 0.2 0.1133
H 1.039360 2.198242 0.832246 -0.3 0.1 0.1 0.1080
H -4.321525 -0.506169 -0.766668 -0.1 0.0 -0.1 0.0751
H 0.032629 -1.535023 -0.554069 0.4 0.1 -0.1 0.0504
H -0.558441 -3.023437 0.134791 -0.1 0.0 -0.1 0.0816

86
Properties=species:S:1:pos:R:3:forces:R:3:lowdin_charge:R:1 method="wB97M-V/def2-TZVPD" charge=+1 e_lumo_ev=-5.032
I 3.885653 -0.658313 5.854847 -1.0 -1.1 -0.1 0.7625
Cl 0.069095 -5.245571 2.674948 1.0 3.1 -1.0 0.5875
Cl 3.006231 -1.732697 1.509513 -1.5 -3.0 1.0 0.5588
P -3.454112 0.882274 0.392019 2.1 5.1 0.5 0.7620
O -2.585215 0.232627 3.659972 1.6 -3.1 -3.4 -0.1191
O -5.112722 -2.458245 4.758895 2.9 -0.1 0.0 -0.2043
O -2.761525 2.306957 0.289953 -1.8 -4.6 0.2 -0.4880
O 3.056656 -4.186854 7.799010 -0.3 -0.1 -0.4 -0.0028
O 0.912762 7.464857 -11.140718 1.9 0.9 1.0 -0.2721
N 4.203192 -2.703485 9.048511 0.1 1.3 0.0 0.1527
N -0.228505 -2.470965 1.752570 -0.2 0.3 3.6 -0.1130
N -0.407782 -2.342366 0.418204 -3.5 3.5 -0.2 0.1359
N 4.226455 -4.901733 9.586878 0.1 -1.3 0.5 0.1557
C -0.347130 -2.119325 4.520906 0.3 0.8 -0.2 -0.1071
C -2.185268 -0.429617 1.020457 1.5 -2.3 1.8 -0.0882
C 1.767354 8.664820 -11.418773 0.8 0.1 -0.3 -0.1298
C -1.929599 -0.589495 2.632232 1.6 -1.6 -3.0 -0.0404
C -5.222999 -3.878544 6.966534 0.0 -0.1 0.8 -0.0981
C -0.137810 -0.509322 -2.252746 0.3 1.0 0.1 -0.1895
C 2.205384 -2.073680 5.589540 -2.3 -0.3 -1.1 -0.6045
C -1.387244 -1.341441 -0.066803 0.4 -0.6 3.1 -0.0864
C 0.518887 4.159228 -7.256033 0.3 0.6 0.2 -0.2375
C 1.527751 4.424420 -8.550558 -0.5 -0.5 0.1 -0.2185
C 0.783366 -3.582460 2.129041 4.0 0.7 -0.4 -0.5080
C 2.270793 -3.381991 2.050693 -3.9 -1.6 0.1 -0.5080
C -1.571966 -1.187542 -1.722118 1.7 -0.6 0.6 -0.1161
C -3.521537 -0.540358 4.489218 -1.8 -0.2 1.2 -0.1365
C 3.782441 -3.946054 8.750719 0.0 0.0 -0.1 -0.7127
C -0.791245 -1.773296 2.952473 -2.1 1.5 -1.8 0.0464
C 0.289832 2.781415 -4.866634 0.4 0.3 -0.8 -0.2140
C 0.808760 5.207625 -9.800494 0.2 0.7 -1.1 -0.1772
C 1.098157 2.940136 -6.318198 -0.1 0.1 -0.6 -0.2368
C -4.428587 -3.480723 5.587296 -0.3 -2.0 0.4 -0.2577
C -0.326169 1.023652 -2.822279 1.2 0.8 0.1 -0.2119
C 1.546056 6.678834 -10.043435 0.1 -0.3 -0.5 -0.2332
C 0.213449 1.204955 -4.393031 -0.5 0.4 0.9 -0.2180
C 3.223981 -4.674509 2.435260 0.1 0.0 -0.2 -0.1199
C 1.020979 -1.212637 4.801448 0.9 -0.1 -0.6 -0.2954
C -4.079251 -1.923956 3.810699 -0.5 -0.8 1.1 -0.1644
H -3.331081 -3.201891 5.885115 -2.0 -0.1 -0.7 0.1120
H -5.259151 -5.057406 7.148617 0.2 2.6 -0.7 0.0938
H 1.524077 7.366410 -9.095772 0.2 -1.5 -1.5 0.1279
H -1.423514 1.404171 -2.676080 2.0 -0.7 -0.4 0.1073
H 2.255649 3.165696 -6.160041 -2.5 -0.6 -0.2 0.1212
H 1.005658 1.950456 -6.966296 0.2 1.9 1.5 0.1151
H 2.650565 6.462124 -10.408769 -2.0 0.4 1.1 0.1335
H 0.384440 1.733793 -2.179838 -1.7 -1.5 -1.2 0.1209
H 1.462927 -0.925181 3.753420 -0.8 -0.4 2.1 0.0624
H 2.668860 8.395657 -12.152350 -1.9 0.3 1.6 0.1017
H 0.493447 5.150227 -6.591652 -0.1 -2.1 -1.5 0.1220
H 2.249616 9.074900 -10.418574 -1.1 -0.7 -2.0 0.0950
H -4.628392 -1.762716 2.789195 1.3 -0.1 1.9 0.1446
H 1.171278 9.524552 -11.964812 0.8 -2.0 1.3 0.1012
H 1.868405 3.342734 -8.911030 -0.5 2.4 0.7 0.1158
H -3.266788 -2.792133 3.741140 -1.5 2.1 -0.3 0.1237
H 3.234324 -4.756875 3.604285 0.2 0.2 -2.2 0.0914
H 0.861284 3.473266 -4.094160 -1.3 -1.6 -1.4 0.1196
H 3.891778 -1.954578 8.443941 0.2 -0.2 0.2 0.0136
H -4.566394 0.976010 1.347735 1.0 -0.8 -0.7 0.0339
H 0.619820 -0.451349 -1.336973 -1.6 -0.3 -2.0 0.1107
H 1.775257 -2.478908 6.600209 1.4 0.8 -1.9 0.0663
H -0.551559 0.613309 -5.054433 1.8 1.1 0.9 0.1185
H -0.587651 3.930457 -7.636392 2.4 0.4 0.8 0.1205
H 4.824692 -4.723094 10.375762 -0.1 0.0 -0.2 0.1029
H 0.961429 4.617733 -10.824466 -0.3 1.2 2.3 0.1220
H -6.333094 -3.507956 7.014145 2.2 -0.6 -0.4 0.0890
H -1.599909 -2.258241 -2.249488 -0.4 2.3 1.6 0.1374
H 0.772380 -0.204909 5.356585 0.3 -2.2 -1.0 0.1173
H 2.795706 -5.709098 2.023164 0.6 2.6 0.8 0.0925
H -0.198460 -3.262692 4.720676 -0.1 2.2 -0.7 0.1081
H -2.503750 -0.530131 -1.985986 1.9 -1.4 0.6 0.0835
H -4.369016 -4.461556 4.916758 0.0 2.0 1.3 0.1363
H -4.049976 0.541806 -0.882376 0.4 -0.5 1.0 0.0202
H 1.304060 0.768578 -4.449007 -2.2 0.6 0.0 0.1204
H -1.138510 -1.738301 5.306417 1.2 -0.8 -2.1 0.1118
H 3.933053 -5.851323 9.398278 0.1 0.4 0.1 0.1146
H 4.800967 -2.485492 9.827765 -0.1 -0.1 -0.1 0.1046
H 2.470873 5.058757 -8.206947 -1.9 -1.5 -0.6 0.1190
H -0.780333 3.240782 -5.022008 2.0 -1.0 0.4 0.1131
H -3.026418 -0.673754 5.549977 -1.0 -0.1 -2.2 0.1384
H 0.372141 -1.128571 -3.104533 -1.2 0.8 1.7 0.1157
H 2.487924 -2.957711 4.854478 -0.2 1.9 1.9 0.0523
H -4.651408 -3.432783 7.907220 -1.3 -0.8 -2.1 0.0854
H -4.472468 0.157863 4.668353 2.2 -1.5 -0.6 0.1656
H -0.362649 5.332312 -9.689509 2.5 -0.1 0.1 0.1190
H 4.321347 -4.601560 1.998231 -2.4 0.3 1.1 0.1055

19
Properties=species:S:1:pos:R:3:forces:R:3:lowdin_charge:R:1 method="wB97M-V/def2-TZVPD" charge=-1 e_lumo_ev=3.601 e_above_lowest_kj_mol=0.00
P 0.252092 -1.640639 -0.778546 0.0 0.5 -0.2 0.6065
O 0.293726 -1.452963 -2.479689 1.8 1.4 0.0 -0.3952
O 1.607388 -2.160065 -0.334562 0.2 -0.2 -0.1 -0.5546
O -2.784144 -3.587281 1.780667 -0.8 -1.0 1.0 -0.0305
C 1.546085 1.845256 1.114877 -0.2 1.2 0.8 -0.1224
C -0.446503 2.446337 -0.193313 0.5 1.2 0.4 -0.1535
C 0.590446 2.782010 0.701439 -0.3 1.9 0.0 -0.1377
C -2.194451 -3.303477 0.792857 0.6 3.0 -1.8 -0.2284
C -0.602826 1.156520 -0.563161 0.3 -1.8 0.0 -0.1463
C 0.378909 0.192487 -0.227676 -0.3 0.1 -0.1 -0.2998
C 1.463516 0.551561 0.600781 -1.0 0.3 -1.3 -0.1121
H 0.625014 3.876274 1.043147 0.2 -1.8 -0.4 0.1033
H -1.129859 3.134676 -0.706524 0.3 0.3 0.9 0.0933
H 2.228741 -0.193493 0.596127 0.5 -0.4 0.8 0.0677
H -1.103256 -3.248635 0.643375 0.2 -1.1 0.3 -0.0125
H 1.146258 -0.941696 -2.714101 -1.8 -1.2 0.5 0.0589
H 2.277654 2.225133 1.889347 -0.5 -0.9 -1.1 0.1026
H -2.625214 -2.630269 -0.055170 -0.2 -1.2 0.7 0.0661
H -1.523578 0.948265 -1.109874 0.4 -0.6 -0.2 0.0947

Values of HOMO energy, in order: -9.04 -8.29 -10.72 -3.39, all in eV.